Molecular formula: C12H22Cl6F3I2O3P2
Method: DFT, ωB97M-V/def2-TZVPD

Structure (XYZ):
```
50
Properties=species:S:1:pos:R:3:forces:R:3:mulliken_charge:R:1
C -0.31592 6.41613 -3.31194 -0.3 -0.4 -0.9 -0.878
C -0.86899 4.86025 -3.48016 1.6 -1.6 4.5 0.169
I -1.90807 4.44471 -5.40384 1.0 0.4 1.6 -0.028
C -0.69116 3.79085 -2.42340 -0.1 3.9 -4.7 -0.496
I 0.30696 4.24167 -0.47857 -0.7 0.1 -1.6 -0.079
P -1.28719 1.96714 -2.63592 -3.3 -1.5 1.9 -0.365
O -0.05961 1.28745 -1.54626 2.7 -0.5 -1.9 -0.072
C 1.06793 0.67054 -2.32130 -0.7 1.3 1.1 0.030
P 0.55181 -1.17006 -2.33920 2.7 -2.6 -2.7 0.697
O 1.37483 -2.08693 -3.32933 -2.0 2.3 2.4 -0.743
C 1.05224 1.54465 -3.71401 0.1 -0.9 0.5 -0.097
C 1.95061 1.06291 -4.99828 -0.2 0.6 -0.8 0.732
F 2.70569 2.28668 -5.46227 -1.9 -3.8 1.0 -0.303
F 1.01423 0.71306 -6.09160 3.8 0.6 3.1 -0.239
F 2.97589 0.03694 -4.69657 -3.4 3.3 -1.5 -0.232
O -0.37540 1.59377 -4.07227 3.3 0.8 1.1 -0.396
H -0.16069 6.74365 -2.19694 -0.5 -0.9 -2.1 0.280
H -1.09015 7.13079 -3.86119 1.7 -1.4 1.3 0.281
H 0.73747 6.52093 -3.85880 -2.3 -0.3 1.1 0.226
H -2.53474 2.28338 -3.31613 1.1 0.8 -0.7 0.083
H -2.05235 2.22371 -1.44012 0.3 0.1 0.3 0.081
H -1.88339 0.62688 -2.56813 0.4 0.1 -0.5 0.001
H 2.06848 0.86321 -1.71383 -1.9 -0.7 -1.3 0.326
H 0.74558 -1.72890 -0.99489 -0.4 1.3 -1.0 -0.188
H -0.85552 -1.29482 -2.62487 0.8 0.6 0.5 0.045
H 1.60479 2.53066 -3.38466 -1.6 -1.4 -0.8 0.186
Cl 0.41433 -3.14581 0.93685 -0.1 -0.2 0.2 -0.125
C 1.17764 -4.74003 1.15836 0.2 -0.3 0.1 -0.454
C 2.16602 -5.06261 0.04924 0.1 0.0 0.1 -0.525
Cl 1.35686 -5.33544 -1.51449 0.0 0.1 0.1 -0.157
H 0.38376 -5.49063 1.22193 0.1 0.2 -0.1 0.324
H 1.69624 -4.71125 2.12134 0.0 0.0 -0.2 0.263
H 2.70766 -5.98222 0.28951 -0.1 0.1 0.1 0.353
H 2.89895 -4.26083 -0.08351 -0.3 -0.1 0.0 0.326
Cl 0.99753 0.97667 1.35133 -0.1 0.0 0.1 -0.041
C 1.13444 0.83350 3.12165 0.1 -0.1 0.0 -0.686
C 0.15326 -0.17703 3.69368 0.4 -0.1 0.1 -0.064
Cl -1.53460 0.38006 3.57040 -0.1 0.0 0.0 -0.231
H 0.98790 1.82772 3.55497 -0.1 -0.2 -0.1 0.335
H 2.15996 0.51742 3.33497 -0.2 -0.1 0.1 0.305
H 0.35766 -0.33320 4.75699 0.0 0.1 -0.1 0.253
H 0.22907 -1.14408 3.18700 -0.1 0.3 0.0 0.106
Cl -0.92874 -1.73529 7.11922 0.1 0.0 0.0 -0.201
C -2.52784 -1.96041 6.36724 -0.4 -0.1 -0.2 -0.302
C -3.04398 -3.38109 6.52970 -0.2 0.2 0.2 -0.424
Cl -2.09970 -4.55301 5.57610 0.0 0.0 0.0 -0.183
H -2.44997 -1.67777 5.31284 0.1 -0.1 0.2 0.198
H -3.20950 -1.25912 6.85778 0.1 -0.2 0.0 0.301
H -4.07696 -3.44440 6.17512 0.2 0.1 0.0 0.292
H -3.02329 -3.70042 7.57625 0.1 0.1 -0.2 0.318
```
Forces are in eV/Å.

Summary:
E = -5034.86053 Eh
Net charge = -1
Gap between HOMO and LUMO = 6.8 eV
Lowest unoccupied orbital energy = 1.9 eV
Max |F| = 6.096 eV/Å